1.
This record from the Open Molecules 2025 dataset describes a 2-piece molecular cluster, C4H12 overall in a non-equilibrium geometry. The level of theory is wB97M-V/def2-TZVPD.

```
16
Properties=species:S:1:pos:R:3:forces:R:3:lowdin_charge:R:1
C 1.47234 -1.93096 -0.54405 0.7 0.5 -0.4 -0.16
C 1.87089 -0.53301 -0.08660 -0.3 0.9 1.1 -0.18
H 1.82953 -2.11300 -1.55797 0.0 -0.1 -0.1 0.06
H 1.92986 -2.67672 0.10003 -0.2 -0.2 0.0 0.06
H 0.38885 -2.02401 -0.56691 0.0 -0.2 0.2 0.06
H 1.17278 0.22788 -0.44065 0.1 -0.1 -0.2 0.03
H 2.87404 -0.14569 -0.28409 0.0 -0.6 -0.5 0.06
H 1.81742 -0.43636 1.00759 -0.2 -0.2 -0.1 0.06
C -1.59226 1.42386 -0.43826 -0.1 -0.8 0.3 -0.17
C -1.72338 0.98540 1.02699 -0.3 0.7 -0.1 -0.17
H -2.15955 0.74496 -1.07540 -0.1 0.0 -0.1 0.06
H -1.99782 2.42069 -0.58165 0.2 0.1 -0.1 0.06
H -0.55839 1.34305 -0.76922 0.0 0.4 -0.1 0.03
H -1.35987 1.77947 1.68623 0.2 -0.2 0.0 0.06
H -1.18533 0.06595 1.24282 0.0 -0.1 0.0 0.05
H -2.77910 0.86850 1.28114 0.1 -0.2 0.0 0.06
```
Positions in Å, forces in eV/Å.

## Properties
HOMO   -11.69 eV
E   -4342.37391 eV
ΔE to the lowest compared entry with this formula, charge and spin   3.6 kcal per mole
Structure (SMILES)   CC.CC
E_LUMO   1.17 eV

2.
This record from the Open Molecules 2025 dataset describes H18Na3O13S as an isolated structure in a non-equilibrium geometry. The level of theory is wB97M-V/def2-TZVPD.

```
35
Properties=species:S:1:pos:R:3:forces:R:3:lowdin_charge:R:1
Na 1.42953 3.51614 -1.42799 -1.3 -0.2 0.0 0.76
Na 2.53323 2.01057 1.92837 -0.6 -0.9 0.0 0.83
Na 3.66738 0.86705 -1.72708 -0.3 -1.3 0.1 0.76
S 0.48063 0.31134 -0.04843 -0.6 -1.4 -0.3 0.38
O 1.63994 1.23480 -0.41867 1.3 1.9 -0.4 -0.47
O 0.62460 -0.89779 -0.87062 0.5 0.6 0.0 -0.35
O 0.66669 0.00246 1.37018 0.5 0.8 0.3 -0.35
O -0.79463 0.95149 -0.33209 0.7 0.5 0.3 -0.32
O -0.97257 -3.05774 -1.16823 0.1 0.2 0.0 -0.05
H -1.12729 -3.26909 -2.09333 -0.1 0.0 0.0 0.04
H -0.38329 -2.28520 -1.16571 -0.3 -0.4 -0.1 -0.03
O -1.62463 2.21668 2.34069 0.0 0.1 0.1 -0.03
H -1.65745 1.63939 1.56653 0.0 -0.1 0.1 0.01
H -0.73379 2.57050 2.37785 -0.1 0.0 -0.1 0.00
O -3.45920 1.16965 -0.93903 0.1 0.4 -0.2 -0.05
H -3.68325 0.60384 -1.68395 0.0 -0.1 0.1 0.05
H -2.50305 1.08302 -0.83200 -0.4 -0.5 0.0 -0.03
O -1.01838 3.43827 -1.36190 0.8 0.0 -0.2 -0.07
H -1.12030 2.54744 -0.96957 0.0 0.2 0.0 -0.01
H -1.71253 3.48749 -2.02945 -0.1 0.1 0.1 0.07
O -2.13347 -2.06479 1.91382 0.2 0.2 -0.1 -0.05
H -1.53948 -1.60480 2.52764 -0.4 -0.2 -0.1 -0.01
H -1.72424 -2.03175 1.04037 -0.1 -0.2 0.1 0.00
O 0.04304 -0.08065 -3.69175 0.0 0.0 0.1 -0.03
H 0.64888 0.66331 -3.68235 -0.1 0.0 -0.1 0.01
H 0.02792 -0.40226 -2.77700 0.0 0.0 -0.1 0.00
O 2.41089 -2.18400 1.64629 0.2 0.3 -0.3 -0.05
H 1.98452 -2.86713 1.11595 -0.1 -0.1 0.2 0.05
H 1.76871 -1.45468 1.65640 0.0 -0.4 0.0 -0.02
O 3.17506 -1.56971 -1.48660 0.2 1.0 0.1 -0.07
H 3.45633 -2.11788 -0.74210 0.1 0.0 0.0 0.05
H 2.26350 -1.30011 -1.23128 -0.1 -0.5 -0.1 -0.01
O -0.43168 -0.69637 3.81883 0.6 0.1 -0.1 -0.05
H 0.04348 -0.49324 2.99811 -0.3 -0.1 0.2 -0.02
H -0.24511 0.06375 4.37812 -0.4 -0.1 0.2 0.05
```
Positions in Å, forces in eV/Å.

## Properties
HOMO   -11.83 eV
E   -50991.76321 eV
ΔE to the lowest compared entry with this formula, charge and spin   48.8 kcal per mole
Net charge   +1
E_LUMO   -6.41 eV

3.
This record from the Open Molecules 2025 dataset describes a 12-piece molecular cluster, C27H78N6O12 overall in a non-equilibrium geometry. The level of theory is wB97M-V/def2-TZVPD.

```
123
Properties=species:S:1:pos:R:3:forces:R:3:lowdin_charge:R:1
O -4.70691 8.39505 16.11074 -0.4 0.0 -0.4 -0.05
H -5.33279 8.24934 16.82016 -0.1 0.2 0.4 0.03
H -3.85639 8.44341 16.54722 0.4 -0.1 0.4 0.01
C -3.05956 5.75689 15.34406 0.7 1.2 2.2 -0.73
O -2.42950 6.32175 16.24775 -0.2 0.1 0.4 0.00
N -2.48592 5.14056 14.37690 2.6 -2.6 -4.1 0.18
N -4.36093 5.68734 15.21942 -2.9 0.7 1.3 0.18
H -3.11059 4.79907 13.66045 0.8 -0.2 -0.1 0.12
H -1.51243 4.87196 14.36091 -0.4 0.2 0.1 0.11
H -4.84337 6.30235 15.85904 -0.4 0.0 -0.5 0.08
H -4.83788 5.19744 14.47604 0.1 0.3 0.4 0.12
C -2.64371 13.05248 21.76163 4.5 0.2 0.8 -0.75
O -1.48251 13.19602 22.18462 -0.2 -0.1 -0.6 0.00
N -3.66590 13.23877 22.51896 -4.1 0.2 2.1 0.19
N -2.96365 12.69655 20.53668 0.2 -1.0 -3.5 0.19
H -3.60766 13.46000 23.50271 0.2 -0.3 -0.4 0.13
H -4.48979 12.81809 22.11354 -0.6 0.4 0.8 0.08
H -3.90425 12.49892 20.22633 0.1 0.3 0.4 0.06
H -2.25050 12.55607 19.83541 0.1 0.0 0.5 0.12
C 2.24959 6.86791 15.26387 4.3 0.2 -1.1 -0.74
O 3.23348 7.49580 15.64920 0.0 0.4 0.3 0.03
N 2.36805 6.00426 14.24279 1.0 -1.1 -1.6 0.15
N 1.06848 6.90063 15.72331 -4.7 0.4 2.2 0.21
H 1.60732 5.43537 13.89962 0.5 0.2 -0.1 0.10
H 3.28509 6.00373 13.81957 -0.4 -0.3 -0.1 0.11
H 0.42854 6.23349 15.31650 -0.4 0.6 0.7 0.09
H 0.83340 7.48231 16.51481 -0.2 -0.3 -0.3 0.10
C 2.29474 9.27995 18.51692 -1.1 -1.1 1.1 -0.06
C 3.05067 10.42674 17.93264 0.7 0.5 1.2 -0.52
C 4.45775 10.49862 18.57850 0.1 1.2 -0.5 -0.05
O 3.09021 10.27182 16.56953 0.8 0.0 -1.7 -0.04
H 2.94520 8.50424 18.92098 0.3 0.2 0.3 0.08
H 1.72226 8.70209 17.79135 -0.2 0.6 -0.3 0.04
H 1.59688 9.58208 19.29782 0.1 0.0 0.2 0.07
H 2.58007 11.40676 18.01133 -0.3 -0.1 0.8 0.14
H 5.02049 9.57748 18.42708 0.0 0.0 -0.1 0.08
H 4.55350 10.82528 19.61398 -0.8 -0.6 0.4 0.07
H 4.96662 11.34952 18.12560 0.3 -0.3 -0.6 0.07
H 3.39440 9.37553 16.40908 0.0 -0.5 -0.6 0.04
C -4.97280 5.63335 18.80209 -0.9 -0.5 1.3 -0.03
C -4.67850 4.76550 20.09986 1.3 -0.7 -1.2 -0.41
C -4.54093 3.19307 19.97850 -0.8 1.2 -0.9 -0.03
O -3.47984 5.24109 20.68067 -0.1 0.8 1.1 -0.09
H -5.17108 6.63010 19.19616 0.3 0.2 0.0 0.06
H -5.94402 5.36452 18.38670 0.0 -0.4 -0.3 0.07
H -4.22346 5.72382 18.01570 0.2 -0.4 0.3 0.05
H -5.46005 5.02737 20.81310 -0.1 -0.3 0.0 0.13
H -4.38123 2.69461 20.93461 -0.4 0.3 0.1 0.07
H -3.73133 2.84504 19.33698 0.3 0.6 -0.1 0.07
H -5.44318 2.86916 19.45975 -0.2 -0.5 0.4 0.07
H -2.75565 5.17000 20.05448 0.3 -0.2 -0.5 0.05
C 0.39722 4.69393 19.82319 -0.2 -0.1 0.2 -0.04
C -0.15905 4.97650 18.44054 -0.1 -1.5 0.1 -0.46
C 0.39822 3.99717 17.37929 0.0 0.3 0.8 -0.04
O -1.58763 4.75249 18.49053 0.8 0.6 0.2 -0.08
H 0.14248 5.46964 20.54533 0.1 0.2 -0.1 0.07
H 1.47472 4.53009 19.83912 0.0 0.1 -0.1 0.08
H -0.09526 3.79412 20.19181 0.1 -0.2 0.0 0.09
H 0.00861 6.01100 18.14087 0.2 0.1 0.0 0.11
H -0.01637 4.20578 16.39304 0.4 0.4 -0.2 0.05
H 0.06963 2.97180 17.54880 0.0 0.0 0.6 0.08
H 1.48474 4.02111 17.46298 0.1 0.0 -0.7 0.08
H -1.80236 5.26827 17.70984 -1.4 0.2 -0.5 0.03
C -1.55724 8.10784 20.36786 1.8 -0.4 0.7 -0.04
C -2.24065 9.15227 19.56087 0.7 -0.4 -0.4 -0.51
C -1.53962 9.40955 18.25803 0.6 1.2 -0.5 -0.04
O -3.46096 8.62386 19.18530 -2.4 -0.4 -0.5 -0.06
H -1.36803 7.21294 19.77501 -0.3 0.0 -0.3 0.07
H -2.06778 7.76479 21.26772 -0.3 0.3 0.1 0.08
H -0.56331 8.44521 20.66175 0.0 0.2 0.3 0.08
H -2.38002 10.10480 20.07210 0.1 0.0 0.4 0.12
H -2.23796 9.90377 17.58261 -0.2 0.0 -0.1 0.08
H -1.14805 8.54181 17.72718 -0.1 -0.3 0.3 0.07
H -0.73912 10.13518 18.40212 0.3 -0.1 0.0 0.08
H -3.80022 8.12362 19.93113 -0.2 -0.2 0.1 0.07
C -4.55401 9.31980 22.82775 1.0 -1.1 -2.2 -0.07
C -4.95667 9.82211 24.10116 -0.2 0.9 2.9 -0.55
C -6.22548 10.62370 24.15718 -0.5 -0.7 -1.0 -0.04
O -5.17305 8.69276 24.95487 0.6 0.3 0.7 -0.05
H -5.07096 8.37073 22.68583 -0.5 0.2 -0.9 0.10
H -3.51641 8.99053 22.88316 0.2 0.3 -0.2 0.07
H -4.68118 10.07310 22.05028 0.0 -0.3 -0.4 0.09
H -4.13210 10.41809 24.49231 0.1 -0.2 0.6 0.13
H -6.91220 9.94772 23.64772 -0.7 0.0 0.2 0.08
H -6.25006 11.50268 23.51307 0.2 0.4 0.4 0.07
H -6.54807 10.74266 25.19153 0.0 0.4 -0.2 0.09
H -5.84813 8.17019 24.51579 -0.1 -0.3 0.1 0.08
C -1.05704 9.85336 24.87037 -0.1 1.0 1.5 -0.07
C 0.05580 10.04972 23.89006 -1.1 -2.4 -1.0 -0.46
C 0.63064 8.64845 23.65586 1.6 0.2 -0.1 -0.06
O -0.57812 10.31296 22.64765 0.2 0.6 -0.6 -0.07
H -0.70320 9.48146 25.83192 0.1 -0.1 0.1 0.08
H -1.81689 9.16643 24.49774 0.1 0.1 -0.1 0.06
H -1.47216 10.83858 25.08278 -0.5 0.0 0.0 0.08
H 0.74403 10.84896 24.16509 0.3 -0.3 0.0 0.15
H -0.11738 7.88772 23.43265 -0.4 0.3 0.3 0.07
H 1.24678 8.30806 24.48810 -0.2 -0.1 0.2 0.08
H 1.29802 8.62345 22.79441 0.1 0.3 -0.1 0.07
H -0.81386 11.24330 22.62536 -0.2 0.6 -0.2 0.04
C -6.04294 11.16257 18.66451 -0.9 0.2 -0.6 -0.03
C -5.78800 12.64326 18.78439 -0.7 0.5 -2.2 -0.55
C -6.74075 13.62340 18.03586 1.1 -1.0 -0.5 -0.03
O -5.89433 12.92374 20.10411 0.0 0.7 3.4 -0.07
H -5.41212 10.59653 19.34991 0.4 -0.1 -0.5 0.07
H -5.99356 10.89311 17.60950 0.5 -0.5 0.1 0.08
H -7.05870 10.93021 18.98438 -0.2 0.2 0.0 0.09
H -4.78319 12.88402 18.43726 0.4 -0.1 -0.3 0.12
H -7.71631 13.63000 18.52200 -0.1 -0.1 -0.4 0.09
H -6.73950 13.36573 16.97676 -0.6 -0.2 0.0 0.08
H -6.30093 14.62041 18.01055 0.0 0.2 0.5 0.08
H -6.14204 13.84569 20.20537 0.1 0.1 0.3 0.11
C -2.88946 6.17076 24.70944 0.9 1.1 0.5 -0.07
C -3.15283 4.74657 24.32838 -1.2 0.7 0.3 -0.48
C -3.45283 3.96969 25.59478 -0.2 -0.3 -0.6 -0.06
O -4.36733 4.81420 23.56152 -0.3 -0.9 0.1 -0.07
H -1.91502 6.34200 25.16686 0.4 -0.1 -0.3 0.08
H -3.55944 6.52788 25.49155 -0.4 -0.3 -0.1 0.08
H -3.04872 6.85812 23.87861 0.3 -0.1 -0.1 0.06
H -2.37627 4.27135 23.72904 0.2 0.1 0.0 0.14
H -2.60192 4.01047 26.27476 0.0 -0.2 0.0 0.08
H -3.72927 2.95457 25.30979 0.2 -0.2 0.4 0.08
H -4.31491 4.43259 26.07503 0.0 0.0 0.1 0.08
H -4.13796 5.11320 22.67859 0.3 0.0 -0.3 0.03
```
Positions in Å, forces in eV/Å.

## Properties
HOMO   -9.30 eV
E   -62775.39041 eV
ΔE to the lowest compared entry with this formula, charge and spin   0.0 kcal per mole
Structure (SMILES)   NC(N)=O.NC(N)=O.NC(N)=O.CC(C)O.CC(C)O.CC(C)O.CC(C)O.CC(C)O.CC(C)O.CC(C)O.CC(C)O.O
E_LUMO   -0.01 eV

Kohn-Sham gap (computed, eV): 12.9 5.4 9.3